Density functional theory data (wB97M-V/def2-TZVPD) for a cluster of 5 separate species, C2H14O4S2 in total in a non-equilibrium geometry.

Its molar mass is 166.3 g mol⁻¹. For the energy relative to the best compared isomer or geometry (same formula, charge and spin), the calculation gives 76.0 kJ/mol. The calculated total energy comes out at -1181.90504 Ha. The HOMO-LUMO gap is 9.42 eV. Its highest occupied orbital energy is -9.25 eV. As for the SMILES: CCSS.O.O.O.O. For the max |F|, the calculation gives 1.73 eV/A.

CARTESIAN COORDINATES (ANGSTROEM)
C  0.428  1.292  2.340
C  1.016  1.587  1.000
S  -0.169  2.506  -0.165
S  -1.893  1.399  -0.268
H  -0.157  0.383  2.226
H  -0.208  2.083  2.780
H  1.183  1.125  3.115
H  1.449  0.675  0.581
H  1.843  2.315  0.929
H  -2.790  1.567  0.705
H  -0.836  -3.294  0.371
H  -1.701  -2.675  -0.706
O  -1.713  -3.337  -0.013
H  2.095  -3.376  1.023
H  1.546  -2.303  1.999
O  1.342  -2.803  1.204
H  -1.069  -1.751  -2.480
H  0.211  -0.908  -2.599
O  -0.118  -1.814  -2.593
H  2.322  -1.534  -0.341
H  2.413  -1.348  -1.780
O  2.804  -0.958  -0.965

natural (NBO) atomic charge list, values in e, 4 entries:
1 C -0.64
2 C -0.49
3 S 0.09
4 S -0.19